No. 1
Here is C19H17AuN2 as an isolated structure in a non-equilibrium geometry from the Open Molecules 2025 dataset. Energies are from the ωB97M-V functional and the def2-TZVPD basis.

```
! wB97M-V def2-TZVPD RIJCOSX def2/J DEFGRID3
* xyz -2 1
Au -0.4821 -0.6057 -0.1288
C 3.7782 1.5985 -2.3022
C 3.3520 1.4067 -3.6243
C 2.0677 0.9953 -3.8595
C 1.1856 0.7070 -2.7864
N 1.6153 0.9340 -1.5135
C 2.8371 1.3555 -1.3091
C -0.1667 0.2666 -2.9973
C -0.6126 -0.0477 -4.2993
C -1.9504 -0.1938 -4.5836
C -2.8779 -0.0253 -3.5623
C -2.4232 0.0716 -2.2565
C -1.0764 0.1740 -1.8936
H 4.7851 1.9259 -2.0717
H 4.0332 1.5968 -4.4523
H 1.7326 0.8885 -4.8833
H 3.0989 1.5281 -0.2663
H 0.1006 -0.2310 -5.0977
H -2.2745 -0.4521 -5.5929
H -3.9436 -0.0519 -3.7791
H -3.1735 0.0605 -1.4715
C 1.4307 -3.6455 2.6712
C -0.0260 -3.9600 2.4765
C -0.5792 -5.1375 2.9031
C -1.9372 -5.4068 2.7414
C -2.7322 -4.4151 2.1723
C -2.2256 -3.2176 1.7403
C -3.1461 -2.1517 1.2187
C -0.7996 -2.9397 1.7903
N -0.2164 -1.8872 1.3349
H 1.9568 -4.4403 3.2092
H 1.5333 -2.7080 3.2234
H 1.9121 -3.4862 1.7036
H 0.0571 -5.8899 3.3747
H -2.3691 -6.3496 3.0687
H -3.8064 -4.5936 2.0824
H -4.1931 -2.3702 1.4585
H -3.0466 -2.0408 0.1359
H -2.8781 -1.1886 1.6597
*
```

Results
M ... 470.3 g/mol
HOMO energy ... 1.432 eV
E ... -26648.55169 eV
Frontier orbital gap ... 3.5 eV

***

No. 2
Here is a 4-piece molecular cluster, C19H17BN4O6S overall in a non-equilibrium geometry from the Open Molecules 2025 dataset. Energies are from the ωB97M-V functional and the def2-TZVPD basis.

```
! wB97M-V def2-TZVPD RIJCOSX def2/J DEFGRID3
* xyz 0 1
B -2.1451 0.9796 -2.8981
N -1.0581 0.0630 -2.5814
C -1.4369 -1.0594 -2.3282
S -1.9165 -2.5009 -1.9950
H -2.5651 0.9887 -4.0142
H -2.6186 1.6720 -2.0638
C -2.7251 7.4416 -1.4020
C -3.0637 6.2639 -2.0554
C -3.0234 5.0565 -1.3766
C -2.6460 5.0518 -0.0470
C -2.2992 6.2119 0.6192
C -2.3399 7.4146 -0.0680
N -2.6237 3.7718 0.6840
O -2.9135 2.7691 0.0665
O -2.3180 3.7998 1.8596
H -2.7626 8.3833 -1.9336
H -3.3624 6.2861 -3.0945
H -3.2855 4.1366 -1.8783
H -2.0033 6.1837 1.6572
H -2.0739 8.3321 0.4387
C 1.3928 -2.1420 4.3331
C 0.7592 -3.1160 3.5720
C -0.0491 -2.7483 2.5086
C -0.2053 -1.4044 2.2225
C 0.4111 -0.4204 2.9719
C 1.2154 -0.7972 4.0358
N -1.0426 -1.0092 1.0789
O -1.5879 -1.8952 0.4397
O -1.1343 0.1719 0.8236
H 2.0275 -2.4325 5.1599
H 0.8972 -4.1628 3.8058
H -0.5455 -3.5004 1.9131
H 0.2708 0.6235 2.7328
H 1.7071 -0.0403 4.6313
C 2.0397 -3.0315 -2.2272
C 3.3455 -3.2029 -2.6688
C 4.2124 -4.0299 -1.9721
C 3.7511 -4.6770 -0.8408
C 2.4575 -4.5143 -0.3822
C 1.5987 -3.6835 -1.0835
N 4.6612 -5.5743 -0.1081
O 5.7978 -5.6843 -0.5204
O 4.2200 -6.1529 0.8646
H 1.3620 -2.3895 -2.7755
H 3.6885 -2.6936 -3.5589
H 5.2287 -4.1673 -2.3097
H 2.1197 -5.0262 0.5067
H 0.5812 -3.5449 -0.7418
*
```

Results
M ... 440.2 g/mol
HOMO energy ... -8.775 eV
E ... -49726.62388 eV
Frontier orbital gap ... 8.3 eV
SMILES ... O=[N+]([O-])c1ccccc1.O=[N+]([O-])c1ccccc1.O=[N+]([O-])c1ccccc1.BN=C=S

***

No. 3
Here is C19H17BrN8O5OsSSe as an isolated structure in a non-equilibrium geometry from the Open Molecules 2025 dataset. Energies are from the ωB97M-V functional and the def2-TZVPD basis.

```
! wB97M-V def2-TZVPD RIJCOSX def2/J DEFGRID3
* xyz 2 5
Os -0.4691 -0.2892 -0.5714
O -1.8042 0.3471 1.4149
N -3.0779 0.0826 1.3229
C -3.8148 -0.0775 2.4372
C -5.1693 -0.3079 2.3657
C -5.7930 -0.3797 1.1241
C -5.0283 -0.2209 -0.0136
C -3.6611 0.0084 0.0966
S -2.6762 0.2110 -1.3161
H -3.2664 -0.0056 3.3643
H -5.7284 -0.4299 3.2818
H -6.8559 -0.5593 1.0493
H -5.4619 -0.2809 -1.0021
N 0.3872 -0.7287 -3.0445
N 0.5801 -2.1068 -3.1214
C 0.0573 -2.9375 -2.2089
N 0.2460 -4.2340 -2.3420
N -0.6310 -2.3520 -1.2035
N -1.3566 -3.0726 -0.2825
O -1.8481 -2.3590 0.5772
O -1.4103 -4.2811 -0.3061
H -0.1107 -0.4052 -3.8679
H 1.2854 -0.2580 -2.9735
H 1.1670 -2.4827 -3.8509
H 0.7680 -4.6131 -3.1169
H -0.2050 -4.8636 -1.6956
Se 0.7049 1.7001 1.7168
N 0.0297 1.5501 0.0294
C -0.1675 2.7859 -0.4632
C -0.7497 3.1287 -1.6989
C -0.8966 4.4552 -2.0050
C -0.4445 5.4834 -1.1397
C 0.1326 5.1919 0.0592
C 0.2571 3.8324 0.4367
N 0.7294 3.4104 1.6045
H -1.0759 2.3536 -2.3781
H -1.3715 4.7315 -2.9371
H -0.5635 6.5152 -1.4393
H 0.4830 5.9610 0.7333
Br 6.9959 0.7686 0.9000
C 5.5455 -0.3405 1.4080
C 5.6926 -1.2369 2.4572
C 4.6191 -2.0363 2.8273
C 3.4040 -1.9238 2.1748
C 3.2752 -1.0265 1.1170
C 4.3496 -0.2356 0.7202
C 1.9767 -0.8529 0.4391
O 0.8906 -1.0026 1.0963
O 1.8885 -0.4999 -0.7664
H 6.6352 -1.3046 2.9820
H 4.7344 -2.7437 3.6370
H 2.5562 -2.5249 2.4759
H 4.2463 0.4563 -0.1046
*
```

Results
M ... 818.6 g/mol
⟨S²⟩ ... 6.0312
HOMO energy (spin up / spin down) ... -13.470 / -13.467 eV
E ... -190807.83147 eV
Frontier orbital gap (spin up / spin down) ... 6.7 / 4.8 eV

***

No. 4
Here is C19H17Cl5IrNO2S as an isolated structure from the Open Molecules 2025 dataset. Energies are from the ωB97M-V functional and the def2-TZVPD basis.

```
! wB97M-V def2-TZVPD RIJCOSX def2/J DEFGRID3
* xyz -1 2
Ir 0.1467 0.1647 0.0903
Cl 0.9916 -1.8703 1.4458
C -0.3527 -1.2573 2.3720
C -0.8976 -0.1554 1.7355
C -1.8481 0.5642 2.4530
Cl -2.4236 2.0696 1.8608
C -2.3003 0.0861 3.6871
Cl -3.5215 0.9507 4.5450
C -1.7725 -1.0759 4.2506
Cl -2.3470 -1.6629 5.7662
C -0.7502 -1.7547 3.5930
Cl 0.0071 -3.1462 4.2605
C 2.5704 1.1724 -2.0163
C 1.6253 2.1607 -2.7121
C 1.5340 3.4646 -1.9168
C 0.2582 1.6105 -3.1050
C 0.0797 1.3051 -4.4542
C -1.1441 0.9174 -4.9605
C -2.2405 0.8988 -4.1160
C -2.1237 1.1900 -2.7636
C -3.3977 1.2814 -1.9456
C -3.5575 2.6916 -1.3685
C -3.5737 0.1884 -0.8936
C -0.8430 1.4639 -2.2388
O -0.6943 1.6402 -0.8905
H 3.6076 1.4178 -2.2622
H 2.3951 0.1414 -2.3364
H 2.4604 1.2700 -0.9172
H 2.0857 2.4002 -3.6757
H 1.0923 3.2799 -0.9385
H 0.9225 4.2010 -2.4430
H 2.5328 3.8843 -1.7698
H 0.9343 1.3882 -5.1177
H -1.2515 0.6610 -6.0071
H -3.2190 0.6466 -4.5092
H -4.2114 1.1442 -2.6662
H -2.7205 2.9370 -0.7206
H -4.4833 2.7696 -0.7922
H -3.5902 3.4285 -2.1744
H -2.7929 0.2252 -0.1383
H -3.5530 -0.7994 -1.3548
H -4.5382 0.3162 -0.3936
O 1.2826 1.2417 1.0567
S -1.7721 -3.1464 -2.9392
C -1.1326 -2.0436 -1.9297
N -0.6775 -1.2443 -1.2105
*
```

Results
M ... 692.9 g/mol
⟨S²⟩ ... 0.7643
HOMO energy (spin up / spin down) ... -4.887 / -4.681 eV
E ... -101851.03568 eV
Frontier orbital gap (spin up / spin down) ... 7.1 / 6.9 eV
ΔE to the lowest compared entry with this formula, charge and spin ... 72.4 kJ/mol

***

No. 5
Here is one molecule with the formula C19H17ClFN5O in a non-equilibrium geometry from the Open Molecules 2025 dataset. Energies are from the ωB97M-V functional and the def2-TZVPD basis.

```
! wB97M-V def2-TZVPD RIJCOSX def2/J DEFGRID3
* xyz 0 1
O 0.7604 -2.7957 -2.3240
F -2.2538 -5.8370 1.5004
Cl 0.3600 -4.5152 0.9455
N 0.9638 5.7585 -1.1856
N 0.8003 2.5702 2.2236
N -0.0497 0.5071 2.2440
C 0.0358 -2.4507 -1.3950
C 1.7746 5.9856 -0.1940
C 1.8623 4.8749 0.6566
C 1.0073 3.8956 0.2294
C 0.3414 1.5486 2.9202
C 0.7023 2.6238 0.8863
C -0.1591 0.4546 0.9273
C -2.9183 -4.8316 -1.9345
C -3.0630 -5.3921 -0.6330
C -2.0733 -3.6997 -2.0289
C -2.0790 -5.2777 0.2971
C -1.0562 -4.3409 0.0496
C -1.0687 -3.4040 -1.0359
C 0.1848 1.5811 0.2117
N 0.5657 4.4829 -0.9369
N 0.0237 -1.0576 -1.0304
C 0.4420 1.5744 4.4234
C -0.6537 -0.7614 0.2873
C 2.2226 -0.1523 -1.4398
C 0.1268 1.4273 -1.2313
C 0.7122 0.0417 -1.7183
H 2.3278 6.9206 0.0534
H 2.3424 4.9963 1.7288
H -3.5675 -5.1440 -2.7122
H -3.9591 -6.0042 -0.5654
H -2.1565 -3.0083 -2.8055
H -0.1280 4.0917 -1.5573
H 0.9961 0.7115 4.7850
H 0.9485 2.4534 4.6514
H -0.5657 1.5169 4.8440
H -1.6564 -0.9676 0.2642
H -0.2144 -1.5769 0.9112
H 2.5593 -1.0646 -1.9430
H 2.3966 -0.0761 -0.3362
H 2.7222 0.6676 -1.9533
H 0.6911 2.1295 -1.7404
H -0.9097 1.5947 -1.5721
H 0.6622 -0.0510 -2.7675
*
```

Results
M ... 385.8 g/mol
HOMO energy ... -9.184 eV
E ... -44714.27680 eV
Frontier orbital gap ... 9.2 eV
SMILES ... Cc1nc2c(c(-c3ccn[nH]3)n1)C[C@@H](C)N(C(=O)c1cccc(F)c1Cl)C2

***

No. 6
Here is an isolated ion of composition C19H17F2 and charge +1 in a non-equilibrium geometry from the Open Molecules 2025 dataset. Energies are from the ωB97M-V functional and the def2-TZVPD basis.

```
! wB97M-V def2-TZVPD RIJCOSX def2/J DEFGRID3
* xyz 1 1
F 2.5658 -2.1753 -3.3742
C 2.6065 -1.6039 -2.1209
C 3.8190 -1.6488 -1.4268
C 3.8633 -1.0017 -0.1864
C 2.7449 -0.3383 0.3120
C 1.5088 -0.3812 -0.3618
C 0.2574 0.2766 0.3029
C -0.1112 1.6124 -0.3744
C -0.4372 2.7151 0.4348
C -1.0367 3.8553 -0.1166
C -1.2681 3.9303 -1.4964
C -0.8102 2.8887 -2.2878
F -1.0258 2.9510 -3.6482
C -0.1617 1.7507 -1.7682
C 1.4592 -0.9841 -1.6188
H 4.6770 -2.1739 -1.8299
H 4.7957 -0.9882 0.3863
H 2.8173 0.2252 1.2444
H 0.6357 0.5815 1.2897
H -0.2267 2.6566 1.5097
H -1.3017 4.6830 0.5440
H -1.8241 4.7669 -1.9309
H 0.2455 1.0059 -2.4495
H 0.5522 -0.9879 -2.2324
C -0.5608 -2.0092 1.0377
C -1.3973 -2.6252 2.1621
C -2.7478 -2.0409 2.2855
C -3.0208 -0.7522 1.8746
C -2.0764 0.0262 1.2152
C -0.9254 -0.6045 0.5029
H 0.4846 -2.0097 1.3486
H -0.6222 -2.7070 0.1902
H -1.4884 -3.7035 1.9501
H -0.8465 -2.5470 3.1227
H -3.4956 -2.6307 2.8098
H -3.9841 -0.3041 2.1363
H -2.2787 1.0848 1.0606
H -1.3857 -0.7929 -0.4970
*
```

Results
M ... 283.3 g/mol
HOMO energy ... -11.980 eV
E ... -25405.22821 eV
Frontier orbital gap ... 5.6 eV
ΔE to the lowest compared entry with this formula, charge and spin ... 0.0 kJ/mol

***

No. 7
Here is a 2-piece molecular cluster, C19H17F2 overall in a non-equilibrium geometry from the Open Molecules 2025 dataset. Energies are from the ωB97M-V functional and the def2-TZVPD basis.

```
! wB97M-V def2-TZVPD RIJCOSX def2/J DEFGRID3
* xyz 1 1
F -1.6176 -4.9802 -2.0789
C -0.7672 -3.9702 -1.7108
C 0.3074 -4.2562 -0.8866
C 1.1399 -3.2048 -0.5067
C 0.8843 -1.8664 -0.8388
C 1.8432 -0.8809 -0.1752
C 1.9808 0.5876 -0.5812
C 3.1464 1.1956 -0.0883
C 3.4268 2.5538 -0.2389
C 2.5610 3.3121 -1.0081
F 2.8000 4.6537 -1.1638
C 1.4434 2.7501 -1.6021
C 1.1656 1.3819 -1.4084
C -0.1733 -1.6308 -1.7353
C -1.0182 -2.6806 -2.1440
H 0.4819 -5.2634 -0.5261
H 1.9765 -3.4240 0.1585
H 2.8687 -1.3317 -0.2506
H 3.8304 0.5968 0.5132
H 4.2872 3.0067 0.2442
H 0.7866 3.3698 -2.2076
H 0.2739 0.9811 -1.8762
H -0.4060 -0.6296 -2.0832
H -1.8718 -2.4839 -2.7841
H 1.7393 -0.9619 0.9398
C -1.3480 0.3864 2.7918
C -1.2079 1.7272 2.3572
C -2.2241 2.3453 1.6562
C -3.4761 1.6219 1.2624
C -3.3301 0.1384 1.4127
C -2.2889 -0.4300 2.1170
H -0.5805 -0.0703 3.4247
H -0.2520 2.2090 2.5986
H -2.1167 3.3633 1.2862
H -4.3324 1.9859 1.8493
H -3.7756 1.8851 0.2376
H -4.0418 -0.4750 0.8617
H -2.1151 -1.5120 2.1840
*
```

Results
M ... 283.3 g/mol
HOMO energy ... -11.312 eV
E ... -25404.73877 eV
Frontier orbital gap ... 4.8 eV
ΔE to the lowest compared entry with this formula, charge and spin ... 47.2 kJ/mol

***

No. 8
Here is an isolated ion of composition C19H17F4 and charge +1 in a non-equilibrium geometry from the Open Molecules 2025 dataset. Energies are from the ωB97M-V functional and the def2-TZVPD basis.

```
! wB97M-V def2-TZVPD RIJCOSX def2/J DEFGRID3
* xyz 1 1
C -1.2627 -0.3665 2.3736
C 0.0440 0.2720 2.1535
C 1.2465 -0.4715 2.5675
C 0.1114 1.7165 1.8282
H -1.1286 -1.4358 2.5769
H -1.7655 0.0981 3.2380
H -1.9611 -0.2813 1.5316
H 0.9919 -1.5350 2.6952
H 2.0863 -0.4104 1.8581
H 1.6132 -0.0856 3.5350
H 0.8938 2.1787 2.4642
H -0.8794 2.1394 2.0811
F -3.8769 2.1762 -2.1406
C -2.7741 1.4764 -1.7025
C -2.7032 0.1139 -1.9661
C -1.5590 -0.5430 -1.5204
F -1.4857 -1.9147 -1.6425
C -0.5145 0.1217 -0.8819
C -0.6578 1.4756 -0.5601
C 0.3989 2.1060 0.3677
C 0.5162 3.6212 0.2319
C 1.5681 4.3376 0.6799
C 1.6535 5.7887 0.6534
C 2.8599 6.4241 1.0472
C 2.9192 7.8115 1.1104
F 4.0878 8.3988 1.5442
C 1.8448 8.6367 0.7730
C 0.6898 7.9914 0.3297
F -0.3838 8.7756 -0.0308
C 0.5661 6.6046 0.2504
C -1.7837 2.1724 -1.0013
H -3.5036 -0.4178 -2.4745
H 0.3883 -0.4221 -0.5835
H 1.3768 1.6661 0.0991
H -0.3023 4.1335 -0.2792
H 2.4483 3.8244 1.0893
H 3.7180 5.8077 1.3005
H 1.9156 9.7181 0.8345
H -0.3597 6.1565 -0.1054
H -1.9208 3.2361 -0.7959
*
```

Results
M ... 321.3 g/mol
HOMO energy ... -11.604 eV
E ... -30839.85124 eV
Frontier orbital gap ... 5.3 eV
ΔE to the lowest compared entry with this formula, charge and spin ... 23.9 kJ/mol